[1]
# C23H39IrN2O3P3

A molecular structure, C23H39IrN2O3P3 (ωB97M-V/def2-TZVPD, the OMol25 dataset).

Properties
**Largest force on an atom**: 0.13068 hartree/bohr
**ΔE to the lowest compared entry with this formula, charge and spin**: 2.0200 eV
**Orbital gap (spin up / spin down)**: 5.6 / 4.3 eV
**HOMO energy (spin up / spin down)**: -17.7 / -20.2 eV
**Charge**: +4
**Multiplicity**: 6
**DFT total energy**: -64262.8038 eV
**Lowest unoccupied orbital energy (spin up / spin down)**: -12.17 / -15.84 eV

Cartesian coordinates (Å):
P1 -1.295 -2.452 0.296
C1 -0.664 -3.526 1.659
H1 -1.093 -4.536 1.526
H2 -0.972 -3.176 2.657
H3 0.431 -3.631 1.660
C2 -3.055 -2.644 0.765
H4 -3.754 -2.385 -0.047
H5 -3.336 -2.046 1.652
H6 -3.242 -3.707 1.029
C3 -1.027 -3.648 -1.032
H7 -1.615 -4.561 -0.812
H8 0.036 -3.952 -1.091
H9 -1.324 -3.286 -2.029
P2 1.808 0.348 -2.086
C4 3.535 -0.164 -1.746
H10 4.185 0.234 -2.551
H11 3.657 -1.258 -1.747
H12 3.930 0.223 -0.793
C5 1.708 -0.496 -3.701
H13 0.901 -0.125 -4.353
H14 1.583 -1.591 -3.597
H15 2.664 -0.339 -4.251
C6 2.196 2.080 -2.492
H16 2.904 2.097 -3.347
H17 2.702 2.593 -1.651
H18 1.323 2.692 -2.773
P3 -0.815 2.210 1.479
C7 0.248 2.655 2.913
H19 -0.297 3.387 3.542
H20 1.188 3.136 2.598
H21 0.504 1.800 3.559
C8 -0.948 3.909 0.841
H22 -1.072 4.611 1.693
H23 -1.807 4.061 0.167
H24 -0.034 4.220 0.300
C9 -2.338 1.972 2.467
H25 -2.578 2.917 2.990
H26 -2.202 1.206 3.255
H27 -3.221 1.678 1.877
Ir1 0.306 -0.042 0.040
C10 1.356 -1.571 -0.031
O1 2.149 -2.442 0.035
C11 1.650 1.093 0.629
O2 2.622 1.636 1.014
C12 -1.991 2.133 -2.170
C13 -2.998 1.715 -1.299
C14 -3.383 0.357 -1.277
C15 -2.887 -0.523 -2.239
C16 -1.868 -0.097 -3.117
C17 -1.485 1.244 -3.142
H28 -1.678 3.188 -2.199
H29 -3.600 2.445 -0.733
H30 -4.178 0.042 -0.583
H31 -3.374 -1.495 -2.426
H32 -1.482 -0.805 -3.867
H33 -0.914 1.657 -3.990
N1 3.011 -1.729 5.942
C18 2.868 -1.362 4.636
O3 3.853 -1.207 3.912
C19 1.470 -1.147 4.094
C20 0.293 -1.279 4.811
C21 -0.929 -1.068 4.176
C22 -0.969 -0.729 2.832
N2 0.192 -0.580 2.181
C23 1.375 -0.790 2.730
H34 3.948 -1.866 6.277
H35 2.257 -1.878 6.599
H36 0.311 -1.549 5.857
H37 -1.851 -1.188 4.725
H38 -1.940 -0.604 2.325
H39 2.295 -0.691 2.144

Löwdin population analysis, charges in e, atoms 1 to 4: 0.796 -0.225 0.087 0.048

***

[2]
# C23H39LaN6O

A molecular structure, C23H39LaN6O (ωB97M-V/def2-TZVPD, the OMol25 dataset).

Properties
**Largest force on an atom**: 0.04279 hartree/bohr
**ΔE to the lowest compared entry with this formula, charge and spin**: 0.0886 eV
**Orbital gap**: 8.0 eV
**HOMO energy**: -13.4 eV
**Charge**: +2
**DFT total energy**: -36320.5803 eV
**Lowest unoccupied orbital energy**: -5.40 eV

Cartesian coordinates (Å):
La1 8.005 7.875 10.650
C1 5.847 6.425 13.689
C2 5.095 6.600 12.312
N1 5.927 6.367 11.101
C3 6.294 4.927 10.941
C4 7.016 4.549 9.616
N2 8.052 5.504 9.161
C5 9.375 4.912 8.817
C6 10.265 4.716 10.018
C7 10.928 5.937 10.696
N3 10.074 6.667 11.671
C8 9.635 5.869 12.873
C9 9.018 6.791 13.947
N4 7.981 7.749 13.397
C10 6.642 7.645 14.102
H1 6.474 5.505 13.675
H2 5.090 6.227 14.414
H3 4.734 7.668 12.261
H4 4.211 5.925 12.257
H5 5.366 6.626 10.297
H6 5.365 4.293 11.015
H7 6.904 4.639 11.813
H8 6.229 4.435 8.852
H9 7.417 3.528 9.786
H10 7.690 6.001 8.362
H11 9.854 5.613 8.110
H12 9.238 3.936 8.313
H13 11.073 4.108 9.646
H14 9.729 4.134 10.788
H15 11.176 6.626 9.882
H16 11.881 5.668 11.165
H17 10.661 7.389 12.056
H18 10.500 5.289 13.269
H19 8.956 5.086 12.552
H20 9.828 7.347 14.455
H21 8.548 6.104 14.651
H22 8.327 8.676 13.652
H23 6.142 8.608 13.800
H24 6.805 7.664 15.206
C11 6.823 10.794 11.288
C12 7.686 10.811 12.435
C13 9.007 10.581 11.972
C14 8.949 10.421 10.571
C15 7.601 10.566 10.125
H25 5.755 10.754 11.318
H26 7.384 10.871 13.450
H27 9.885 10.478 12.637
H28 9.819 10.238 9.953
H29 7.249 10.555 9.092
C16 5.953 7.742 6.186
C17 6.991 8.179 7.202
O1 6.825 7.811 8.405
N5 7.972 8.992 6.873
C18 8.780 9.138 5.614
C19 10.237 9.027 6.081
C20 11.130 8.045 5.629
C21 12.340 7.862 6.284
C22 12.643 8.724 7.320
C23 11.734 9.719 7.710
N6 10.556 9.845 7.130
H30 4.973 7.839 6.667
H31 6.107 6.694 5.841
H32 6.060 8.398 5.310
H33 8.465 9.365 7.693
H34 8.551 10.155 5.239
H35 8.481 8.316 4.884
H36 10.744 7.364 4.822
H37 12.946 7.040 6.005
H38 13.583 8.616 7.819
H39 11.999 10.437 8.490

natural (NBO) population analysis, charges in e, atoms 1 to 4: 2.150 -0.439 -0.215 -0.741

***

[3]
# C23H39N3O

A single C23H39N3O molecule (ωB97M-V/def2-TZVPD, the OMol25 dataset).

Properties
**Largest force on an atom**: 0.01187 hartree/bohr
**ΔE to the lowest compared entry with this formula, charge and spin**: 0.0316 eV
**Orbital gap**: 9.2 eV
**HOMO energy**: -8.4 eV
**Charge**: 0
**DFT total energy**: -31001.4189 eV
**Lowest unoccupied orbital energy**: 0.81 eV
**SMILES string**: CNC[C@H](CC1CCCCC1)NC[C@H](CO)NCC1(c2ccccc2)CC1

Cartesian coordinates (Å):
C1 -1.399 -2.763 3.232
N1 -0.268 -1.868 3.091
C2 0.014 -1.492 1.716
C3 -1.020 -0.471 1.183
C4 -2.026 -1.119 0.218
C5 -3.427 -0.501 0.268
C6 -3.435 0.963 -0.169
C7 -4.845 1.544 -0.108
C8 -5.796 0.740 -0.988
C9 -5.799 -0.723 -0.558
C10 -4.387 -1.300 -0.618
N2 -0.395 0.658 0.509
C11 0.230 1.631 1.388
C12 0.996 2.664 0.542
C13 0.022 3.495 -0.308
O1 -0.591 2.753 -1.321
N3 1.914 1.959 -0.333
C14 3.201 1.614 0.229
C15 3.899 0.624 -0.689
C16 3.164 -0.672 -0.800
C17 2.089 -0.795 -1.672
C18 1.392 -1.988 -1.760
C19 1.762 -3.070 -0.979
C20 2.825 -2.951 -0.100
C21 3.518 -1.757 -0.008
C22 5.398 0.623 -0.749
C23 4.603 1.163 -1.902
H1 -1.307 -3.679 2.626
H2 -1.496 -3.046 4.279
H3 -2.306 -2.242 2.930
H4 0.555 -2.313 3.489
H5 1.006 -1.030 1.703
H6 0.057 -2.364 1.042
H7 -1.555 -0.072 2.052
H8 -1.628 -1.038 -0.796
H9 -2.117 -2.181 0.453
H10 -3.790 -0.556 1.302
H11 -2.773 1.540 0.474
H12 -3.060 1.034 -1.192
H13 -4.826 2.586 -0.435
H14 -5.204 1.524 0.924
H15 -6.806 1.150 -0.921
H16 -5.473 0.812 -2.028
H17 -6.463 -1.301 -1.205
H18 -6.178 -0.800 0.464
H19 -4.404 -2.345 -0.299
H20 -4.029 -1.271 -1.650
H21 0.319 0.320 -0.135
H22 -0.552 2.135 1.965
H23 0.923 1.169 2.110
H24 1.519 3.355 1.228
H25 -0.730 3.946 0.359
H26 0.563 4.309 -0.804
H27 -0.886 1.920 -0.910
H28 2.031 2.462 -1.206
H29 3.848 2.495 0.391
H30 3.032 1.143 1.203
H31 1.804 0.047 -2.283
H32 0.559 -2.075 -2.443
H33 1.223 -4.003 -1.055
H34 3.115 -3.790 0.516
H35 4.345 -1.664 0.682
H36 5.939 1.321 -0.127
H37 5.901 -0.322 -0.883
H38 4.603 2.231 -2.065
H39 4.568 0.583 -2.811

natural (NBO) population analysis, charges in e, atoms 1 to 4: -0.414 -0.623 -0.230 -0.053

***

[4]
# C23H39N4O4

A gas-phase ion, C23H39N4O4 (charge +1) (ωB97M-V/def2-TZVPD, the OMol25 dataset).

Properties
**Largest force on an atom**: 0.01488 hartree/bohr
**ΔE to the lowest compared entry with this formula, charge and spin**: 0.3279 eV
**Orbital gap**: 7.7 eV
**HOMO energy**: -9.7 eV
**Charge**: +1
**DFT total energy**: -38627.9623 eV
**Lowest unoccupied orbital energy**: -2.02 eV
**SMILES string**: CCOc1cc(N2CCOCC2)c(OCC)cc1N[C@@H](C)C(=O)N1CC[NH+](CC)CC1

Cartesian coordinates (Å):
C1 1.617 2.105 -2.094
C2 2.063 0.715 -1.665
O1 1.006 -0.156 -1.229
C3 0.455 0.135 0.035
C4 -0.520 1.126 0.107
C5 -1.150 1.492 1.290
N1 -2.180 2.416 1.332
C6 -2.178 3.486 2.317
C7 -1.472 4.721 1.745
O2 -2.092 5.163 0.558
C8 -2.101 4.153 -0.421
C9 -2.799 2.892 0.111
C10 -0.761 0.784 2.462
O3 -1.424 1.093 3.606
C11 -1.039 0.534 4.849
C12 0.237 1.155 5.408
C13 0.204 -0.199 2.374
C14 0.830 -0.566 1.175
N2 1.646 -1.700 1.208
C15 2.771 -1.957 0.326
C16 3.589 -3.118 0.901
C17 2.454 -2.341 -1.119
O4 3.200 -1.991 -2.009
N3 1.431 -3.206 -1.392
C18 0.298 -3.526 -0.566
C19 -0.986 -2.968 -1.227
N4 -0.632 -2.023 -2.307
C20 -1.819 -1.283 -2.794
C21 -1.455 -0.190 -3.784
C22 0.098 -2.728 -3.385
C23 1.213 -3.597 -2.767
H1 0.851 2.061 -2.866
H2 1.241 2.673 -1.247
H3 2.478 2.627 -2.499
H4 2.524 0.183 -2.499
H5 2.800 0.805 -0.861
H6 -0.781 1.620 -0.813
H7 -1.687 3.161 3.229
H8 -3.219 3.737 2.541
H9 -1.527 5.557 2.443
H10 -0.414 4.482 1.548
H11 -2.639 4.563 -1.278
H12 -1.067 3.919 -0.721
H13 -2.821 2.103 -0.642
H14 -3.832 3.155 0.361
H15 -1.880 0.762 5.509
H16 -0.950 -0.556 4.774
H17 1.079 0.996 4.738
H18 0.102 2.226 5.539
H19 0.465 0.712 6.372
H20 0.483 -0.750 3.259
H21 1.876 -1.951 2.161
H22 3.432 -1.079 0.245
H23 3.993 -2.849 1.875
H24 2.968 -4.005 1.006
H25 4.420 -3.347 0.240
H26 0.217 -4.615 -0.469
H27 0.445 -3.094 0.423
H28 -1.590 -2.445 -0.485
H29 -1.587 -3.769 -1.664
H30 0.041 -1.309 -1.913
H31 -2.514 -1.996 -3.246
H32 -2.300 -0.836 -1.922
H33 -1.141 -0.591 -4.743
H34 -2.325 0.437 -3.958
H35 -0.661 0.434 -3.383
H36 0.531 -1.982 -4.050
H37 -0.608 -3.342 -3.950
H38 0.940 -4.655 -2.783
H39 2.149 -3.463 -3.312

natural (NBO) population analysis, charges in e, atoms 1 to 4: -0.642 -0.058 -0.594 0.158

***

[5]
# C23H39N4O8P2PtS

A molecular structure, C23H39N4O8P2PtS (ωB97M-V/def2-TZVPD, the OMol25 dataset).

Properties
**Largest force on an atom**: 0.00848 hartree/bohr
**ΔE to the lowest compared entry with this formula, charge and spin**: 0.0000 eV
**Orbital gap**: 8.5 eV
**HOMO energy**: -10.4 eV
**Charge**: +1
**DFT total energy**: -79484.3573 eV
**Lowest unoccupied orbital energy**: -1.93 eV

Cartesian coordinates (Å):
Pt1 -0.170 2.000 1.260
C1 3.074 3.498 1.415
C2 3.528 3.328 -0.015
C3 4.498 2.185 -0.206
O1 2.347 3.187 -0.900
P1 1.540 1.930 -1.309
O2 0.973 1.055 -0.223
C4 0.265 2.612 -2.376
P2 -1.306 3.060 -1.610
O3 -1.479 2.440 -0.251
O4 -2.460 2.594 -2.559
C5 -3.133 1.281 -2.536
C6 -2.131 0.144 -2.499
C7 -4.139 1.232 -1.408
O5 -1.278 4.604 -1.688
C8 -2.391 5.575 -1.613
C9 -3.654 4.965 -1.051
C10 -2.568 6.157 -2.996
O6 2.473 1.086 -2.242
C11 2.153 -0.309 -2.587
C12 2.921 -1.218 -1.656
C13 2.513 -0.482 -4.044
H1 3.922 3.835 2.012
H2 2.718 2.557 1.834
H3 2.284 4.244 1.492
H4 3.962 4.256 -0.383
H5 4.073 1.246 0.154
H6 5.393 2.393 0.381
H7 4.786 2.072 -1.249
H8 0.050 1.852 -3.129
H9 0.678 3.478 -2.893
H10 -3.650 1.280 -3.495
H11 -1.549 0.154 -1.575
H12 -1.464 0.172 -3.362
H13 -2.674 -0.800 -2.540
H14 -3.643 1.256 -0.439
H15 -4.711 0.307 -1.486
H16 -4.838 2.065 -1.473
H17 -1.995 6.324 -0.928
H18 -4.102 4.272 -1.762
H19 -4.371 5.767 -0.874
H20 -3.459 4.456 -0.109
H21 -2.926 5.393 -3.687
H22 -1.631 6.566 -3.371
H23 -3.304 6.960 -2.960
H24 1.077 -0.450 -2.440
H25 3.993 -1.045 -1.766
H26 2.713 -2.259 -1.904
H27 2.633 -1.045 -0.620
H28 3.578 -0.300 -4.192
H29 1.952 0.207 -4.676
H30 2.289 -1.501 -4.360
N1 -2.296 -2.247 7.069
C14 -1.717 -1.236 6.351
C15 -1.507 0.021 6.935
C16 -0.958 1.050 6.204
C17 -0.612 0.835 4.873
C18 -0.818 -0.405 4.272
C19 -1.363 -1.432 5.007
S1 0.040 2.153 3.962
O7 0.954 1.568 2.898
O8 0.637 3.105 4.833
N2 -1.049 2.708 2.895
C20 -1.995 3.648 3.250
N3 -2.270 3.729 4.554
C21 -3.154 4.649 4.911
C22 -3.785 5.469 3.989
C23 -3.445 5.264 2.665
N4 -2.548 4.362 2.273
H31 -2.330 -2.163 8.070
H32 -2.223 -3.186 6.720
H33 -1.777 0.180 7.972
H34 -0.792 2.021 6.650
H35 -0.535 -0.562 3.239
H36 -1.517 -2.402 4.550
H37 -3.369 4.724 5.971
H38 -4.506 6.215 4.286
H39 -3.906 5.852 1.879

Löwdin population analysis, charges in e, atoms 1 to 4: 1.143 -0.044 -0.376 -0.041

***

[6]
# C23H39Si3

2 unconnected molecules or ions with the total composition C23H39Si3 (ωB97M-V/def2-TZVPD, the OMol25 dataset).

Properties
**Largest force on an atom**: 0.01457 hartree/bohr
**ΔE to the lowest compared entry with this formula, charge and spin**: 0.0000 eV
**Orbital gap**: 6.1 eV
**HOMO energy**: -11.8 eV
**Charge**: +1
**DFT total energy**: -48112.6981 eV
**Lowest unoccupied orbital energy**: -5.70 eV

Cartesian coordinates (Å):
C1 -0.561 -4.358 11.195
Si1 0.776 -3.166 11.750
C2 2.422 -3.998 11.408
H1 0.701 -2.015 10.850
C3 0.569 -2.510 13.528
Si2 -1.165 -1.788 13.846
C4 -1.484 -0.290 12.772
C5 -2.534 -3.016 13.495
C6 -1.422 -1.282 15.629
Si3 2.020 -1.403 14.073
C7 2.121 0.148 13.032
C8 1.896 -0.882 15.866
C9 3.676 -2.266 13.939
H2 -0.737 -5.109 11.960
H3 -1.492 -3.843 10.982
H4 -0.250 -4.862 10.285
H5 2.662 -4.698 12.202
H6 2.370 -4.545 10.472
H7 3.225 -3.273 11.319
H8 0.628 -3.382 14.175
H9 -2.541 -0.037 12.784
H10 -0.924 0.564 13.140
H11 -1.184 -0.498 11.750
H12 -3.457 -2.671 13.954
H13 -2.709 -3.103 12.428
H14 -2.282 -3.991 13.902
H15 -2.478 -1.106 15.809
H16 -1.080 -2.070 16.294
H17 -0.887 -0.364 15.851
H18 3.074 0.645 13.192
H19 2.028 -0.102 11.980
H20 1.327 0.837 13.305
H21 2.845 -0.464 16.190
H22 1.134 -0.120 15.995
H23 1.660 -1.739 16.490
H24 4.417 -1.720 14.517
H25 3.608 -3.279 14.323
H26 4.014 -2.291 12.909
C10 -5.167 1.229 6.989
C11 -3.703 1.115 7.249
C12 -3.221 1.226 8.546
C13 -1.881 1.113 8.814
C14 -0.935 0.876 7.795
C15 0.423 0.786 8.205
C16 1.653 0.588 7.525
C17 2.829 0.528 8.310
C18 4.062 0.333 7.736
C19 4.178 0.190 6.365
C20 3.048 0.253 5.572
C21 1.808 0.454 6.129
C22 -1.442 0.747 6.483
C23 -2.790 0.873 6.227
H27 -5.395 1.145 5.927
H28 -5.715 0.443 7.512
H29 -5.561 2.185 7.337
H30 -3.922 1.403 9.344
H31 -1.535 1.195 9.830
H32 0.546 0.892 9.270
H33 2.752 0.634 9.380
H34 4.942 0.282 8.356
H35 5.147 0.022 5.922
H36 3.145 0.136 4.504
H37 0.958 0.527 5.481
H38 -0.790 0.523 5.665
H39 -3.162 0.781 5.221

natural (NBO) population analysis, charges in e, atoms 1 to 4: -1.103 1.450 -1.103 -0.248